A cluster of 5 separate species, C4H18NO6S in total in a non-equilibrium geometry, computed with the ωB97M-V functional and the def2-TZVPD basis.

The geometry in XYZ format:
```
30
Properties=species:S:1:pos:R:3:forces:R:3
S 3.038 -0.223 2.036 0.235 -1.159 0.278
O -1.575 1.566 2.729 -1.809 -1.154 0.632
O -2.937 -0.131 2.016 2.323 1.305 -0.624
O 1.363 -2.244 -1.655 0.414 0.416 0.893
O 2.780 1.798 -2.022 -0.356 1.331 -0.162
O 0.023 1.269 -2.073 -2.402 -0.121 -0.839
O -4.101 0.278 -0.597 0.133 -0.003 0.366
N -1.118 -0.148 -0.336 1.649 3.421 -1.008
C 0.469 -1.071 1.457 -4.157 -0.630 1.175
C -1.870 0.483 1.942 -0.469 -1.399 1.097
C 1.777 -0.718 0.822 0.874 -0.463 -1.292
C -0.600 0.058 1.018 0.962 2.107 3.719
H 0.127 0.958 1.283 -1.842 -1.091 -1.894
H -4.685 1.020 -0.814 0.138 -0.356 0.205
H 3.043 2.670 -2.423 -0.097 -1.563 0.424
H 0.022 -2.067 1.202 0.685 0.635 -0.437
H -2.323 1.670 3.444 1.789 -0.347 -2.023
H -0.463 -0.697 -0.854 0.485 -1.065 -0.538
H 3.187 -1.481 2.659 -0.272 1.366 -0.758
H -1.060 0.784 -0.954 -0.043 -1.798 1.371
H 0.911 1.537 -2.117 2.817 0.692 0.313
H 2.092 -1.532 0.138 0.152 0.350 1.207
H -2.039 -0.498 -0.377 -1.651 -0.724 0.155
H 0.371 -1.157 2.587 0.890 0.640 -1.253
H 2.305 -2.478 -1.608 -0.491 -0.056 -0.293
H 1.671 0.090 0.043 0.136 -0.279 1.156
H 1.041 -2.511 -2.500 -0.144 -0.493 -1.038
H -4.249 0.046 0.341 -0.115 0.298 -0.548
H 3.159 1.071 -2.518 0.371 0.214 -0.311
H -0.361 1.658 -2.869 -0.203 -0.073 0.026
```
Positions in Å, forces in eV/Å.

Summary:
HOMO ... -12.03 eV
Gap between HOMO and LUMO ... 9.24 eV
Net charge ... +1
M ... 208.256 g mol⁻¹